115
Properties=species:S:1:pos:R:3 method="wB97M-V/def2-TZVPD" e_lumo_ev=-8.3 orbital_gap_ev=2.316 relative_energy_ev=7.432 charge=+5
C 1.774 -1.928 8.873
C 1.445 -1.586 10.360
N 1.352 -0.270 10.632
C 0.236 0.517 11.021
C 0.515 1.790 10.711
N 1.878 1.944 10.459
C 2.349 0.677 10.353
C 2.695 3.110 10.249
H 1.149 -1.527 8.075
H 1.790 -3.015 8.952
H 2.755 -1.506 8.657
H 2.118 -1.949 11.138
H 0.574 -2.118 10.744
H -0.706 0.023 11.207
H -0.110 2.666 10.807
H 3.321 0.377 9.989
H 2.285 4.046 10.626
H 2.983 3.076 9.198
H 3.676 3.027 10.717
C -3.383 3.392 -4.208
C -3.930 4.555 -5.080
N -5.045 4.317 -5.971
C -5.202 3.436 -7.041
C -6.431 3.762 -7.654
N -7.101 4.730 -6.959
C -6.196 5.039 -5.947
C -8.324 5.313 -7.405
H -3.036 2.504 -4.737
H -4.014 2.827 -3.522
H -2.591 3.701 -3.526
H -3.154 5.022 -5.686
H -4.077 5.308 -4.306
H -4.446 2.699 -7.269
H -6.824 3.380 -8.585
H -6.517 5.830 -5.285
H -9.062 4.522 -7.276
H -8.097 5.491 -8.456
H -8.546 6.216 -6.837
C -0.844 -0.353 3.012
C -0.075 0.956 3.125
N 1.247 0.833 3.723
C 1.915 2.025 4.168
C 3.279 1.689 4.305
N 3.443 0.335 3.905
C 2.207 -0.092 3.535
C 4.640 -0.389 3.744
H -1.388 -0.778 3.855
H -0.550 -1.315 2.593
H -1.611 -0.075 2.290
H -0.628 1.656 3.751
H -0.035 1.558 2.217
H 1.346 2.935 4.289
H 4.062 2.335 4.673
H 1.988 -1.023 3.034
H 4.878 -1.008 4.609
H 5.297 0.371 3.323
H 4.543 -1.240 3.069
C 12.448 -0.684 -1.702
C 11.852 0.387 -0.740
N 12.921 1.114 0.009
C 12.834 1.227 1.405
C 13.714 2.217 1.871
N 14.300 2.777 0.771
C 13.780 2.224 -0.351
C 15.263 3.895 0.845
H 12.928 -0.190 -2.546
H 11.663 -1.280 -2.167
H 12.948 -1.431 -1.086
H 11.044 0.024 -0.105
H 11.339 1.200 -1.253
H 12.078 0.648 1.914
H 13.895 2.643 2.847
H 14.023 2.605 -1.332
H 15.257 4.344 1.838
H 14.993 4.717 0.183
H 16.297 3.669 0.585
C -13.770 0.387 -4.079
C -13.048 1.358 -5.097
N -11.780 1.673 -4.435
C -11.593 2.594 -3.467
C -10.375 2.345 -2.850
N -9.846 1.262 -3.483
C -10.721 0.878 -4.445
C -8.659 0.545 -3.103
H -14.594 -0.300 -4.270
H -14.195 1.136 -3.411
H -13.023 -0.226 -3.575
H -13.548 2.318 -5.223
H -13.038 0.966 -6.114
H -12.333 3.336 -3.206
H -9.935 2.917 -2.046
H -10.612 -0.111 -4.864
H -8.821 -0.532 -3.155
H -8.296 0.878 -2.131
H -7.855 0.888 -3.753
C -0.663 -10.255 -6.003
C -1.535 -9.115 -5.526
N -0.842 -8.402 -4.423
C -0.766 -8.885 -3.130
C -0.127 -7.849 -2.359
N 0.295 -6.876 -3.303
C -0.269 -7.205 -4.524
C 1.047 -5.659 -3.004
H -1.280 -10.658 -6.806
H -0.467 -10.978 -5.212
H 0.297 -10.010 -6.457
H -2.459 -9.555 -5.151
H -1.625 -8.511 -6.429
H -1.034 -9.898 -2.869
H 0.112 -7.666 -1.322
H -0.188 -6.699 -5.475
H 1.829 -5.904 -2.285
H 0.436 -5.096 -2.299
H 1.364 -5.102 -3.886
Cl 8.527 4.082 7.947



117
Properties=species:S:1:pos:R:3 method="wB97M-V/def2-TZVPD" e_lumo_ev=-3.4 orbital_gap_ev=7.095 charge=+1
C 6.935 1.264 1.545
C 6.193 1.177 0.609
C 5.269 1.148 -0.529
N 4.036 0.401 -0.239
C 2.998 0.918 0.316
N 3.002 2.265 0.682
S 3.122 2.514 2.357
C 1.911 2.933 -0.081
C 1.994 4.452 0.105
C 2.294 5.170 -1.244
C 0.481 2.260 0.083
C -0.407 2.953 -0.998
C -1.159 4.239 -0.573
C -1.022 5.426 -1.558
O -0.507 6.612 -0.937
C -1.340 7.129 0.016
C -0.680 7.311 1.373
O -2.485 7.394 -0.179
C 0.027 2.462 1.543
C -1.421 2.450 2.005
C -1.597 2.702 3.383
C -2.856 2.691 3.960
C -4.012 2.431 3.218
C -5.373 2.386 3.885
C -3.864 2.216 1.852
C -2.587 2.237 1.289
C 0.646 0.709 -0.284
P 1.080 0.436 -2.078
O 0.103 0.907 -3.096
P -0.920 -0.300 0.107
C -2.047 -0.270 -1.367
C -0.546 -2.118 0.133
C -1.840 -2.895 0.497
N 1.816 0.257 0.559
O 2.070 -1.130 0.524
C 2.366 -1.625 1.842
C 3.778 -2.276 1.884
C 4.619 -1.765 3.072
O 4.484 -2.170 0.650
H 7.462 1.229 2.470
H 5.003 2.139 -0.890
H 5.736 0.639 -1.374
H 4.016 -0.581 -0.499
H 4.404 2.951 2.474
H 2.164 2.768 -1.137
H 1.127 4.889 0.596
H 2.835 4.742 0.738
H 2.026 6.222 -1.203
H 1.877 4.651 -2.104
H 3.383 5.138 -1.373
H -1.140 2.231 -1.350
H 0.191 3.186 -1.881
H -0.960 4.566 0.444
H -2.225 4.008 -0.577
H -1.999 5.672 -1.978
H -0.368 5.187 -2.394
H -1.213 8.037 1.976
H -0.658 6.342 1.881
H 0.366 7.586 1.215
H 0.536 1.696 2.145
H 0.451 3.397 1.919
H -0.735 2.911 4.009
H -2.927 2.869 5.027
H -6.106 2.043 3.156
H -5.644 3.414 4.140
H -5.370 1.774 4.783
H -4.736 2.016 1.244
H -2.516 2.073 0.222
H 1.231 -0.972 -2.193
H 2.352 0.960 -2.439
H -2.532 0.690 -1.518
H -2.829 -0.984 -1.096
H -1.583 -0.641 -2.281
H 0.199 -2.391 0.871
H -0.192 -2.460 -0.845
H -2.468 -3.081 -0.370
H -1.566 -3.820 1.003
H -2.411 -2.290 1.209
H 1.620 -2.344 2.184
H 2.324 -0.785 2.536
H 3.624 -3.341 2.082
H 5.626 -1.502 2.753
H 4.640 -2.527 3.849
H 4.184 -0.873 3.531
H 4.356 -3.000 0.187
C -1.559 -3.596 -6.744
O -1.619 -2.837 -5.548
C -1.028 -1.550 -5.671
C -2.071 -0.468 -5.852
O -2.755 -0.602 -7.088
C -4.034 -1.198 -6.959
H -2.226 -4.449 -6.629
H -1.879 -3.013 -7.609
H -0.541 -3.966 -6.910
H -0.307 -1.533 -6.495
H -0.485 -1.356 -4.741
H -1.569 0.503 -5.863
H -2.777 -0.474 -5.016
H -4.743 -0.486 -6.523
H -4.002 -2.101 -6.344
H -4.378 -1.466 -7.957
C -1.691 -9.054 2.773
O -0.331 -8.836 3.112
C 0.392 -8.141 2.113
C 0.563 -6.678 2.465
O -0.679 -5.987 2.474
C -1.192 -5.790 3.782
H -2.209 -9.376 3.675
H -2.166 -8.144 2.400
H -1.774 -9.844 2.020
H -0.093 -8.245 1.138
H 1.382 -8.603 2.048
H 1.190 -6.204 1.702
H 1.068 -6.574 3.430
H -0.630 -5.003 4.298
H -1.156 -6.707 4.373
H -2.230 -5.474 3.688